Here is a structure of composition C28H43AsN8O3PmSSeSi at a distorted geometry from OMol25. Energies are from ωB97M-V with the def2-TZVPD basis set.

Structure (ORCA input):
```
! RIJCOSX wB97M-V def2-TZVPD def2/J DEFGRID3
* xyz 1 5
Pm -0.0985 -0.5615 -0.2609
C 2.5108 2.3550 0.9136
C 1.0536 2.6860 0.7815
C 0.6008 3.9326 1.1534
C -0.7769 4.2073 1.0956
C -1.6118 3.2384 0.6514
C -1.1375 1.9437 0.3287
N 0.2208 1.6902 0.3685
N -1.8921 0.8815 0.0144
Si -3.5948 0.7355 -0.3085
C -4.6295 1.2453 1.1667
C -4.0622 1.4175 -1.9711
C -3.8727 -1.0944 -0.4971
H 3.1188 2.8855 0.1661
H 2.7409 1.2850 0.8101
H 2.8906 2.6766 1.8819
H 1.2866 4.6683 1.5616
H -1.1685 5.1470 1.5103
H -2.6694 3.4150 0.5898
H -4.6802 2.3170 1.4058
H -4.1569 0.7096 1.9855
H -5.6577 0.9017 1.0085
H -4.0202 2.5171 -2.0935
H -5.0966 1.0792 -2.2242
H -3.4283 1.0262 -2.7680
H -3.1020 -1.5045 -1.1343
H -4.8500 -1.3816 -0.8720
H -3.7380 -1.5872 0.5252
C 0.5962 -5.1178 2.1543
N 1.4656 -3.9633 1.9628
C 2.7645 -4.0062 2.4231
C 3.6225 -2.9876 2.2645
C 3.1980 -1.8160 1.5372
O 4.0289 -0.9292 1.2738
N 1.8841 -1.7521 1.1842
C 1.0491 -2.7880 1.3456
O -0.1289 -2.7009 0.8897
H 1.2139 -5.9931 2.0747
H -0.1940 -5.1587 1.3994
H 0.0454 -5.1057 3.1133
H 3.0224 -4.9321 2.9504
H 4.6307 -3.0852 2.6403
C 1.7373 -0.1591 4.2403
N 0.6699 0.4705 4.9971
C 0.8420 1.1115 6.2199
C -0.3634 1.5776 6.6004
N -1.2484 1.2507 5.6068
C -2.6370 1.7099 5.6237
C -0.6224 0.5662 4.6193
Se -1.4938 -0.0914 3.1195
H 2.6562 0.0996 4.7289
H 1.7790 0.1587 3.1896
H 1.6591 -1.2282 4.2561
H 1.8156 1.1767 6.6260
H -0.6747 2.1907 7.4415
H -2.6275 2.7556 5.9401
H -3.2960 1.1177 6.2614
H -3.0115 1.7065 4.6288
C 3.7632 -2.9039 -1.9140
As 2.6997 -1.5025 -2.5686
C 3.5579 0.1921 -2.3366
C 2.4289 -1.8573 -4.4164
O 1.2116 -1.4532 -1.8051
H 4.7037 -2.9320 -2.4237
H 3.2292 -3.8513 -2.1251
H 3.9246 -2.8410 -0.8308
H 4.5053 0.2118 -2.8674
H 3.6716 0.2764 -1.2342
H 2.9111 0.9782 -2.7057
H 3.3673 -2.1969 -4.8493
H 2.0929 -0.9637 -4.9324
H 1.6648 -2.6248 -4.4794
N -1.4345 0.3039 -7.6363
C -1.4418 1.3408 -6.7871
S -1.7647 2.8631 -7.2370
C -1.1927 0.9795 -5.3426
C -1.3840 -0.3153 -4.8822
C -1.0719 -0.6484 -3.5838
N -0.6274 0.2323 -2.7008
C -0.4438 1.4932 -3.1423
C -0.6436 1.8983 -4.4443
H -1.5743 0.5283 -8.6189
H -0.9228 -0.5446 -7.4250
H -1.8139 -1.0725 -5.5204
H -1.2804 -1.6480 -3.2037
H -0.1213 2.2051 -2.3906
H -0.5768 2.9431 -4.6978
*
```

Summary:
LUMO energy (alpha / beta) in eV: -2.87 / -2.88
Expectation value of S²: 6.00
Kohn-Sham gap (alpha / beta) in eV: 6.4 / 6.4
HOMO (alpha / beta) in eV: -9.3 / -9.3

---

Here is the molecule C17H18BrNO3 from OMol25. Energies are from ωB97M-V with the def2-TZVPD basis set.

Structure (ORCA input):
```
! RIJCOSX wB97M-V def2-TZVPD def2/J DEFGRID3
* xyz 0 1
C 2.0260 -0.2399 -3.3087
C 1.3075 0.8480 -2.5278
O 1.4070 0.5310 -1.1526
C 0.8551 1.3641 -0.2399
C 0.1882 2.5461 -0.5500
C -0.3395 3.3442 0.4508
C -0.1972 2.9612 1.7691
C 0.4601 1.7878 2.0994
C 0.9923 0.9840 1.1080
C 1.6291 -0.3376 1.4609
N 0.6710 -1.4214 1.3316
C 0.5300 -2.1394 0.1545
C -0.7421 -2.4997 -0.2834
C -0.9171 -3.2975 -1.4036
C 0.1938 -3.7253 -2.1312
C 1.4640 -3.3853 -1.6843
C 1.6359 -2.6156 -0.5534
H 2.6346 -2.3856 -0.2207
H 2.3130 -3.7468 -2.2429
O 0.0749 -4.4753 -3.2840
C -1.2316 -4.4697 -3.8073
C -2.2498 -4.6976 -2.6901
H -3.2685 -4.7222 -3.0802
O -2.2000 -3.6376 -1.7629
H -2.0237 -5.6479 -2.1867
H -1.2736 -5.2678 -4.5501
H -1.4410 -3.5045 -4.2911
H -1.6231 -2.1740 0.2491
H -0.2218 -1.1806 1.7452
H 2.4724 -0.5290 0.7995
H 1.9813 -0.3123 2.4973
H 0.5624 1.4981 3.1348
Br -0.9167 4.0554 3.1547
H -0.8560 4.2573 0.1985
H 0.0686 2.8599 -1.5743
H 0.2510 0.8927 -2.8251
H 1.7719 1.8250 -2.7222
H 1.9684 -0.0273 -4.3724
H 1.5692 -1.2043 -3.1056
H 3.0696 -0.2837 -3.0100
*
```

Summary:
LUMO energy in eV: 0.74
Energy relative to the best compared isomer or geometry (same formula, charge and spin) in kcal per mole: 12.28
Kohn-Sham gap in eV: 8.1
SMILES: CCOc1ccc(Br)cc1CNc1ccc2c(c1)OCCO2
HOMO in eV: -7.4

---

Here is a cluster of 5 separate species, C27H67N5O in total at a distorted geometry from OMol25. Energies are from ωB97M-V with the def2-TZVPD basis set.

Structure (ORCA input):
```
! RIJCOSX wB97M-V def2-TZVPD def2/J DEFGRID3
* xyz 1 2
C -0.1513 0.4606 -7.0862
C -1.3839 0.8350 -6.0976
N -2.7239 0.4896 -6.7435
C -3.2671 1.6356 -7.5758
C -4.2212 1.0358 -8.6034
C -3.7598 -0.0247 -5.8515
C -3.3235 -0.9253 -4.6865
H -0.0432 -0.6135 -6.9358
H 0.7509 0.9176 -6.6797
H -0.3065 0.7087 -8.1362
H -1.2311 0.3184 -5.1500
H -1.3448 1.9040 -5.8883
H -3.7984 2.3828 -6.9863
H -2.3895 2.0474 -8.0740
H -3.8582 0.0658 -8.9431
H -5.2070 0.8632 -8.1714
H -4.4150 1.5961 -9.5181
H -4.4441 -0.6172 -6.4587
H -4.3632 0.7655 -5.4046
H -2.6808 -1.7444 -5.0092
H -4.2595 -1.2914 -4.2646
H -2.7282 -0.4687 -3.8958
C 0.4395 6.6462 0.9574
C -0.4309 5.7562 1.9147
N -0.1085 4.3257 1.8385
C 1.1109 4.0007 2.5677
C 1.0263 4.2152 4.0682
C -1.3019 3.4817 2.2064
C -2.0647 3.2488 0.8571
H 0.1040 7.6831 0.9392
H 0.3286 6.1452 -0.0042
H 1.4636 6.6594 1.3305
H -0.5293 6.1189 2.9379
H -1.4198 5.8625 1.4688
H 1.4559 3.0134 2.2608
H 1.7720 4.7610 2.1517
H 2.0287 4.3943 4.4571
H 0.2983 4.9671 4.3729
H 0.8407 3.2222 4.4775
H -1.9629 3.9990 2.9018
H -1.1930 2.5216 2.7109
H -1.5108 2.5837 0.1946
H -2.1878 4.2157 0.3692
H -3.1014 2.9692 1.0442
C 4.7988 -2.8892 -0.2451
C 3.6387 -3.6798 0.2642
N 3.7675 -4.6689 1.2966
C 2.5481 -5.5542 1.3158
C 2.8601 -6.7924 2.1974
C 4.2243 -4.1327 2.5402
C 3.1986 -3.3161 3.2517
H 4.5641 -2.4327 -1.2066
H 5.7252 -3.4300 -0.4386
H 4.9062 -2.0684 0.4641
H 2.8152 -3.0261 0.5517
H 3.3389 -4.2445 -0.6185
H 1.5978 -5.0736 1.5485
H 2.3076 -5.9330 0.3225
H 2.7871 -6.5754 3.2630
H 2.2700 -7.6446 1.8602
H 3.8912 -7.0985 2.0203
H 5.1106 -3.5100 2.4186
H 4.5814 -5.0371 3.0327
H 3.5720 -3.0931 4.2512
H 2.2146 -3.7256 3.4804
H 3.2075 -2.4109 2.6446
C 0.9479 -0.0981 5.4138
C 0.2272 0.2231 4.1734
N -1.0563 -0.5655 4.0431
C -1.3933 -1.1483 2.7129
C -0.5979 -2.4572 2.4224
C -2.2361 0.1664 4.5639
C -2.4015 0.9127 5.9534
H 1.1334 -1.1694 5.4903
H 0.6978 0.5614 6.2449
H 1.9299 0.3681 5.3335
H -0.0381 1.2804 4.1681
H 0.9637 0.1120 3.3776
H -1.4030 -0.4506 1.8755
H -2.4207 -1.5099 2.7551
H 0.0268 -2.1259 1.5929
H -1.3214 -3.2094 2.1082
H -0.0487 -3.0153 3.1807
H -2.4859 0.8500 3.7525
H -3.1219 -0.4672 4.6091
H -1.5170 1.4513 6.2933
H -3.2931 1.5398 5.9522
H -2.6571 0.2068 6.7437
C 1.1361 -0.7038 -3.6143
O 2.3369 -1.1443 -3.7266
N 0.4325 -0.7702 -2.4426
C -0.3368 0.4297 -2.2492
C 0.9071 -1.3191 -1.1738
H 0.5682 -0.3158 -4.4740
H -1.0873 0.5043 -3.0362
H 0.2802 1.3254 -2.1780
H -0.8845 0.2564 -1.3229
H 0.0024 -1.5705 -0.6203
H 1.2992 -2.3254 -1.3216
H 1.5770 -0.6162 -0.6785
*
```

Summary:
LUMO energy (alpha / beta) in eV: -2.44 / -7.13
Expectation value of S²: 0.75
Kohn-Sham gap (alpha / beta) in eV: 7.4 / 2.7
HOMO (alpha / beta) in eV: -9.8 / -9.8

---

Here is a cluster of 2 separate species, C11H17N2 in total at a distorted geometry from OMol25. Energies are from ωB97M-V with the def2-TZVPD basis set.

Structure (ORCA input):
```
! RIJCOSX wB97M-V def2-TZVPD def2/J DEFGRID3
* xyz 1 1
C 3.7016 0.5320 0.4419
C 3.1789 0.7217 -0.8370
C 3.1119 -0.4473 1.2235
C 1.9585 0.1345 -1.2188
C 1.9729 -1.1429 0.8412
C 1.2796 -0.7831 -0.3462
C -1.5926 -3.1767 -0.3927
C -0.6167 -2.3577 0.0458
C -2.3382 1.0388 -0.6707
C -0.9478 1.0066 1.4262
C 0.0923 -1.4819 -0.7663
N 0.0965 1.6030 -0.5904
N -1.0368 1.0062 -0.0501
H 4.6080 1.0275 0.5555
H 3.6447 1.2146 -1.7190
H 3.8100 -0.7194 2.0740
H 1.5843 0.1970 -2.2014
H 1.6557 -2.0064 1.4095
H -2.0447 -3.9051 0.2837
H -2.0943 -2.9505 -1.4163
H -0.4472 -2.5555 1.1303
H -3.1408 1.8135 -0.4116
H -2.0860 1.2864 -1.6391
H -2.9128 0.0929 -0.5238
H 0.0826 0.6455 1.5334
H -0.9406 1.9562 1.7738
H -1.8080 0.3196 1.6764
H -0.3928 -1.4199 -1.8117
H -0.1097 1.8755 -1.5385
H 0.6354 2.3662 -0.2183
*
```

Summary:
LUMO energy (alpha / beta) in eV: -5.47 / -5.14
Energy relative to the best compared isomer or geometry (same formula, charge and spin) in kcal per mole: 132.53
Kohn-Sham gap (alpha / beta) in eV: 5.7 / 6.6
HOMO (alpha / beta) in eV: -11.2 / -11.7

---

Here is a cluster of 10 separate species, C18H54FINO15P2 in total from OMol25. Energies are from ωB97M-V with the def2-TZVPD basis set.

Structure (ORCA input):
```
! RIJCOSX wB97M-V def2-TZVPD def2/J DEFGRID3
* xyz -1 1
C 2.4095 3.6304 -1.1307
C 2.1420 2.2218 -0.6167
N 2.1669 1.9284 0.6089
C 1.8451 1.2154 -1.7054
C 1.2026 -0.1375 -1.3870
C 0.5156 -0.7138 -2.6470
C -0.5766 0.1120 -3.3437
C -2.0055 -0.2748 -2.9600
C -2.7144 0.5942 -1.9513
O -3.8942 0.4839 -1.6897
O -1.9540 1.5461 -1.4018
O 0.2449 -0.0518 -0.3735
P 0.2827 -1.3322 0.7523
F -0.8384 -2.2347 -0.1331
P 0.1887 -2.7700 2.5146
O -1.0086 -3.9087 2.2062
I 2.1026 -4.3191 2.3611
O 1.5219 -2.1142 -0.1919
C 2.2319 -1.2204 -0.9360
O 3.3247 -0.7173 -0.1737
H 2.2552 3.7225 -2.2055
H 3.4402 3.9158 -0.9110
H 1.7512 4.3408 -0.6289
H 2.3369 2.7553 1.1842
H 1.2299 1.7485 -2.4333
H 2.7867 0.9917 -2.2264
H 1.2733 -1.0102 -3.3806
H 0.0644 -1.6354 -2.2722
H -0.4627 1.1809 -3.1579
H -0.4892 -0.0132 -4.4218
H -2.6624 -0.2452 -3.8327
H -2.0414 -1.2939 -2.5689
H -2.4892 2.0135 -0.7290
H 1.2443 -0.6961 1.5993
H -0.8153 -0.7325 1.4652
H -1.7230 -3.7318 2.8270
H 2.6408 -1.7276 -1.8250
H 3.8285 -0.1136 -0.7311
C -0.2738 -6.4485 5.4865
O -0.6918 -5.4200 4.6196
H 0.0111 -5.9739 6.4249
H -1.0675 -7.1759 5.6969
H 0.5995 -6.9832 5.0991
H -0.8730 -5.7808 3.7458
C 4.8049 -7.5498 0.4778
O 4.7289 -6.4433 1.3510
H 4.3408 -8.3888 0.9940
H 4.2580 -7.3793 -0.4547
H 5.8381 -7.8241 0.2357
H 5.0784 -5.6645 0.9089
C -2.0559 -0.6872 -7.4635
O -1.9020 0.2858 -6.4473
H -2.3879 -1.6004 -6.9730
H -2.8087 -0.3980 -8.2035
H -1.1151 -0.8979 -7.9813
H -1.6195 1.1162 -6.8406
C 5.9733 0.7603 -3.7273
O 5.1589 0.3123 -2.6595
H 5.7830 1.8260 -3.8406
H 7.0384 0.6190 -3.5209
H 5.7260 0.2631 -4.6698
H 5.2960 -0.6320 -2.5329
C 0.8460 4.8699 3.1115
O 1.4617 3.5926 3.1094
H 1.6345 5.5969 2.9214
H 0.0949 4.9600 2.3206
H 0.3845 5.1008 4.0758
H 0.7849 2.9168 3.2232
C -4.8342 1.8903 -4.9155
O -4.2731 3.0166 -5.5883
H -4.7190 1.0409 -5.5854
H -4.3178 1.6637 -3.9821
H -5.8975 2.0343 -4.7032
H -4.3289 3.7706 -4.9954
C 1.6958 3.4035 6.4914
O 0.6804 4.3890 6.6761
H 1.6245 3.0657 5.4621
H 2.6946 3.8206 6.6449
H 1.5536 2.5512 7.1604
H 0.7255 4.7033 7.5826
C -4.1918 1.5882 1.3250
O -3.6199 2.7025 0.6251
H -4.1893 0.7576 0.6256
H -3.5928 1.3298 2.2003
H -5.2142 1.7971 1.6420
H -3.5930 3.4515 1.2251
C -4.9601 0.5151 5.1421
O -5.7021 1.4158 4.3321
H -4.5845 -0.2623 4.4805
H -4.1052 1.0005 5.6202
H -5.5811 0.0468 5.9109
H -6.0471 2.1209 4.8860
*
```

Summary:
LUMO energy in eV: 2.16
Kohn-Sham gap in eV: 6.1
HOMO in eV: -3.9

---

Here is a structure of composition C31H30CuO2SbSe2 from OMol25. Energies are from ωB97M-V with the def2-TZVPD basis set.

Structure (ORCA input):
```
! RIJCOSX wB97M-V def2-TZVPD def2/J DEFGRID3
* xyz -2 1
Cu -0.6508 -0.9310 0.6396
O -2.0867 1.1807 -4.6866
C -3.1422 0.8427 -3.8198
C -2.7274 0.1906 -2.4787
C -3.9705 -0.6262 -2.0573
O -4.0671 -0.9848 -0.6972
C -1.4971 -0.6859 -2.7271
Se -1.0717 -2.1118 -1.4134
C -2.4169 1.2535 -1.4215
Se -1.2972 2.7634 -2.0331
H -1.5404 1.8188 -4.1716
H -3.7851 0.1486 -4.3775
H -3.7395 1.7340 -3.5777
H -4.0134 -1.5261 -2.6942
H -4.8607 -0.0197 -2.2628
H -3.2422 -1.4540 -0.4788
H -0.6073 -0.0566 -2.7708
H -1.5992 -1.2204 -3.6719
H -1.8833 0.8036 -0.5812
H -3.3449 1.6800 -1.0382
C 6.7492 -0.0062 -2.7975
C 6.3924 -0.9962 -1.8934
C 5.1007 -1.0453 -1.3847
C 4.1443 -0.1007 -1.7511
C 4.5090 0.8623 -2.6891
C 5.7984 0.9211 -3.1996
Sb 2.0707 -0.1753 -1.0096
C 2.2504 1.7422 -0.0159
C 2.4178 2.8843 -0.7914
C 2.5835 4.1255 -0.1955
C 2.5669 4.2412 1.1866
C 2.3441 3.1149 1.9642
C 2.1763 1.8730 1.3666
C 2.7064 -1.3262 0.7192
C 2.0811 -2.5282 1.0279
C 2.4710 -3.2655 2.1387
C 3.4878 -2.8019 2.9590
C 4.1262 -1.6071 2.6537
C 3.7433 -0.8810 1.5355
H 7.7572 0.0362 -3.1939
H 7.1258 -1.7324 -1.5831
H 4.8396 -1.8272 -0.6827
H 3.7774 1.5864 -3.0281
H 6.0646 1.6910 -3.9153
H 2.3872 2.8176 -1.8721
H 2.7130 5.0062 -0.8138
H 2.7016 5.2103 1.6534
H 2.2944 3.2006 3.0438
H 1.9592 1.0109 1.9842
H 1.2693 -2.8883 0.4053
H 1.9713 -4.1990 2.3689
H 3.7867 -3.3699 3.8330
H 4.9214 -1.2378 3.2916
H 4.2544 0.0440 1.2958
C -0.2810 -0.4219 2.4099
C -0.0901 -0.2452 3.6029
C 0.1077 -0.0653 4.9999
C -0.5360 0.9674 5.6967
C -0.3792 1.1045 7.0653
C 0.4236 0.2184 7.7726
C 1.0800 -0.8003 7.0935
C 0.9281 -0.9426 5.7250
H -1.1644 1.6525 5.1430
H -0.8874 1.9035 7.5931
H 0.5324 0.3195 8.8462
H 1.7109 -1.4898 7.6435
H 1.4345 -1.7363 5.1908
*
```

Summary:
LUMO energy in eV: 4.32
Energy relative to the best compared isomer or geometry (same formula, charge and spin) in kcal per mole: 3.72
Kohn-Sham gap in eV: 5.1
HOMO in eV: -0.8